1.
43
Properties=species:S:1:pos:R:3 method="wB97M-V/def2-TZVPD" gap_ha="0.4189 / 0.4209" total_charge=+3 homo_ev="-21.42 / -21.43" multiplicity=5 energy_ev=-50889.7905 lumo_ev="-10.019 / -9.974"
Ho 0.016 -0.012 -0.635
C -0.439 -3.072 -1.287
C -1.869 -2.694 -0.975
O -1.886 -1.236 -0.935
C -3.180 -0.572 -0.728
C -2.930 0.572 0.224
O -1.764 1.282 -0.316
C -1.449 2.609 0.224
C -0.438 3.200 -0.728
O 0.592 2.176 -0.935
C 1.984 2.610 -0.975
C 2.785 1.367 -1.287
O 2.282 0.250 -0.486
C 2.806 0.093 0.867
C 1.711 0.321 1.899
O 0.440 -0.319 1.511
C 0.223 -1.726 1.899
C 0.779 -2.697 0.868
O 0.468 -2.248 -0.486
H -0.197 -2.850 -2.326
H -0.239 -4.127 -1.112
H -2.208 -3.071 -0.009
H -2.529 -3.057 -1.763
H -3.898 -1.276 -0.310
H -3.536 -0.214 -1.692
H -2.694 0.227 1.232
H -3.784 1.246 0.266
H -1.047 2.491 1.232
H -2.354 3.213 0.267
H 0.009 4.101 -0.310
H -0.889 3.429 -1.692
H 2.238 3.049 -0.009
H 2.125 3.350 -1.763
H 3.850 1.503 -1.112
H 2.649 1.068 -2.326
H 3.609 0.808 1.047
H 3.226 -0.908 0.930
H 1.471 1.376 2.011
H 2.027 -0.064 2.867
H -0.855 -1.823 2.010
H 0.687 -1.908 2.868
H 0.346 -3.682 1.048
H 1.860 -2.788 0.931

2.
41
Properties=species:S:1:pos:R:3 method="wB97M-V/def2-TZVPD" gap_ha=0.3702 homo_ev=-9.77 relative_energy_ev=2.6438 energy_ev=-21955.0646 smiles="CC[C@H](C)[C@H](NC(=O)[C@@H](N)CC(C)C)C(=O)O" lumo_ev=0.304
C 4.206 1.787 -1.194
C 3.660 1.605 0.172
C 2.143 1.191 0.342
C 1.660 1.170 1.819
C 1.798 -0.040 -0.601
N 0.393 -0.309 -0.741
C -0.520 -0.771 0.110
O -0.175 -1.069 1.275
C -2.005 -0.791 -0.315
N -2.679 -1.908 0.133
C -2.704 0.546 0.066
C -4.221 0.652 0.052
C -4.507 2.040 0.331
C -4.800 -0.040 -1.170
C 2.568 -1.298 -0.323
O 3.759 -1.372 -0.679
O 2.202 -2.122 0.634
H 5.178 2.422 -1.097
H 4.456 0.919 -1.761
H 3.386 2.345 -1.773
H 4.236 0.921 0.648
H 3.741 2.495 0.774
H 1.641 1.961 -0.211
H 2.202 0.295 2.249
H 2.073 2.171 2.362
H 0.531 0.909 2.078
H 2.126 0.153 -1.667
H 0.046 -0.042 -1.673
H -2.092 -0.756 -1.418
H -2.583 -1.862 1.181
H -2.271 -2.824 -0.125
H -2.436 0.737 1.066
H -2.341 1.316 -0.552
H -4.499 0.004 0.950
H -5.622 2.179 0.522
H -3.888 2.426 1.229
H -4.347 2.745 -0.523
H -5.835 -0.311 -1.028
H -4.604 0.455 -2.199
H -4.304 -0.989 -1.275
H 1.248 -1.956 0.925

3.
41
Properties=species:S:1:pos:R:3 method="wB97M-V/def2-TZVPD" gap_ha=0.3550 homo_ev=-9.32 relative_energy_ev=9.0398 energy_ev=-21948.6686 lumo_ev=0.339
C 1.369 -0.060 -0.323
C 0.724 -1.504 -0.770
C 2.924 0.063 -0.574
C 3.383 1.508 -0.845
C 3.520 -0.581 0.696
C 5.078 -0.768 0.798
C -1.725 -1.128 0.176
C -2.957 -2.061 0.102
C -1.997 0.345 -0.339
C -3.422 0.880 -0.155
C -3.934 1.263 1.227
C -3.233 2.252 -1.083
H 1.271 0.857 1.685
H 0.811 -0.873 1.856
H 0.886 1.054 -0.634
H 3.130 -0.525 -1.538
H 4.441 1.428 -0.954
H 2.953 2.031 -1.815
H 3.380 2.404 -0.058
H 3.095 0.061 1.629
H 2.962 -1.578 0.919
H 5.087 -1.405 1.820
H 5.288 -1.508 -0.069
H 5.690 0.174 0.616
H -0.475 -2.819 -0.281
H -1.351 -1.151 1.319
H -1.128 0.995 -0.004
H -1.789 0.234 -1.392
H -4.236 0.330 -0.850
H -4.719 0.538 1.955
H -4.798 2.284 0.793
H -2.924 1.522 1.674
H -4.349 2.794 -1.170
H -2.655 2.947 -0.317
H -2.658 1.935 -2.183
H -2.534 -2.853 -1.774
N 0.846 -0.017 1.103
N -0.570 -1.832 -0.449
O 1.491 -2.421 -0.972
O -3.592 -2.025 1.167
O -3.281 -2.787 -0.990

4.
43
Properties=species:S:1:pos:R:3 method="wB97M-V/def2-TZVPD" gap_ha=0.3078 homo_ev=-8.20 energy_ev=-38564.5672 smiles=CCOCC[SiH2]P(N)O.c1cc[nH]c1.c1cc[nH]c1 lumo_ev=0.174
C -0.575 1.570 2.006
C -0.584 3.069 1.705
O -1.836 3.676 1.966
C -2.805 3.410 0.975
C -4.131 3.994 1.456
Si -5.007 2.876 2.682
P -5.520 0.819 1.859
N -5.635 1.275 0.214
O -3.990 0.131 2.024
H -0.724 0.965 1.111
H 0.388 1.286 2.433
H -1.347 1.337 2.738
H -0.295 3.261 0.664
H 0.126 3.592 2.344
H -2.495 3.856 0.019
H -2.870 2.323 0.816
H -3.888 4.922 1.979
H -4.785 4.238 0.619
H -4.188 2.686 3.900
H -6.317 3.444 3.082
H -4.817 1.698 -0.209
H -5.975 0.528 -0.377
H -3.952 -0.685 1.506
C 2.378 -1.375 -1.376
C 1.572 -2.318 -2.074
C 0.349 -2.339 -1.459
N 0.385 -1.446 -0.424
C 1.617 -0.856 -0.363
H 3.397 -1.105 -1.601
H 1.860 -2.906 -2.930
H -0.539 -2.909 -1.673
H -0.373 -1.257 0.206
H 1.844 -0.123 0.392
C 7.011 -3.498 -2.659
C 6.192 -4.424 -3.360
C 4.963 -4.420 -2.756
N 5.008 -3.529 -1.720
C 6.251 -2.963 -1.653
H 8.039 -3.253 -2.869
H 6.474 -5.024 -4.210
H 4.065 -4.972 -2.975
H 4.240 -3.319 -1.107
H 6.488 -2.231 -0.900

5.
43
Properties=species:S:1:pos:R:3 method="wB97M-V/def2-TZVPD" gap_ha=0.2895 total_charge=+1 homo_ev=-11.72 energy_ev=-32165.3038 lumo_ev=-3.837
C 4.630 -1.712 0.122
C 3.971 -0.570 -0.026
P 2.884 0.976 -0.293
N 3.869 2.389 -0.652
C 1.943 1.314 1.329
C 1.542 2.650 1.761
C 1.569 0.594 -1.614
C 0.278 1.564 -1.569
C -1.047 0.753 -2.099
C -2.432 1.527 -1.809
N -2.778 1.697 -0.360
C -2.543 3.088 0.144
C -2.182 0.659 0.506
C -2.747 -0.872 0.385
O -1.225 0.855 1.341
H 5.155 -2.748 0.154
H 3.243 3.161 -0.942
H 4.315 2.643 0.262
H 1.664 0.378 1.953
H 1.136 3.459 1.046
H 1.584 2.869 2.890
H 2.124 0.639 -2.642
H 1.232 -0.506 -1.417
H 0.100 2.098 -0.568
H 0.447 2.408 -2.358
H -0.926 0.731 -3.263
H -1.040 -0.362 -1.778
H -3.309 1.050 -2.402
H -2.306 2.601 -2.252
H -3.481 3.742 -0.098
H -2.488 3.076 1.309
H -1.641 3.612 -0.343
H -3.748 -1.027 0.928
H -1.934 -1.564 0.828
H -2.826 -1.096 -0.746
C -0.392 -4.622 1.189
O -0.423 -3.708 0.377
N 0.159 -4.489 2.418
N -0.907 -5.845 0.931
H 0.194 -5.227 3.099
H 0.554 -3.591 2.650
H -1.327 -5.985 0.025
H -0.891 -6.608 1.584

6.
44
Properties=species:S:1:pos:R:3 method="wB97M-V/def2-TZVPD" gap_ha=0.2931 total_charge=+1 homo_ev=-12.13 energy_ev=-46224.0235 lumo_ev=-4.154
O -3.797 -0.348 -3.932
C -2.389 -0.425 -3.922
C -1.697 0.698 -4.670
C -0.420 0.861 -3.824
C -0.955 0.650 -2.466
N -1.974 -0.085 -2.543
H -4.074 0.343 -4.548
H -2.115 -1.426 -4.216
H -2.276 1.607 -4.594
H -1.513 0.481 -5.707
H 0.153 -0.054 -4.003
H 0.262 1.670 -4.006
H -0.547 1.042 -1.555
H -2.517 -0.435 -1.755
C -0.701 -3.924 0.482
C -2.091 -3.861 1.129
C -2.155 -2.568 1.953
S -1.038 -1.414 1.154
O 0.058 -1.132 2.039
O -1.790 -0.343 0.525
C -0.454 -2.541 -0.111
H -0.641 -4.699 -0.280
H 0.054 -4.140 1.240
H -2.858 -3.843 0.351
H -2.283 -4.729 1.755
H -3.151 -2.134 1.973
H -1.795 -2.715 2.969
H 0.594 -2.334 -0.321
H -1.058 -2.383 -1.006
C 1.972 2.530 3.463
C 2.856 3.728 3.085
C 4.086 3.178 2.348
S 3.554 1.649 1.568
O 4.269 0.549 2.159
O 3.507 1.821 0.133
C 1.889 1.663 2.211
H 0.985 2.842 3.799
H 2.440 1.965 4.272
H 2.300 4.396 2.424
H 3.150 4.305 3.959
H 4.448 3.855 1.579
H 4.895 2.930 3.032
H 1.566 0.644 2.402
H 1.252 2.123 1.454

7.
51
Properties=species:S:1:pos:R:3 method="wB97M-V/def2-TZVPD" gap_ha=0.3410 homo_ev=-9.02 energy_ev=-66501.8528 smiles="CCC(=O)OCCBCCCS.O=S1(=O)OCCO1.O=S1(=O)OCCO1" lumo_ev=0.258
C 1.077 1.169 3.161
C 1.548 1.153 1.628
C 1.320 2.518 0.843
O 2.246 2.888 0.070
O 0.202 3.377 0.965
C -1.044 2.655 1.130
C -2.299 3.381 0.392
B -3.276 4.043 1.542
C -4.900 3.861 1.503
C -5.195 2.389 2.136
C -6.619 1.921 1.491
S -6.209 0.853 0.012
H 0.503 0.193 3.377
H 0.357 2.041 3.373
H 1.949 1.234 3.888
H 2.687 0.977 1.636
H 1.119 0.236 1.077
H -1.007 1.551 0.857
H -1.299 2.700 2.258
H -2.953 2.643 -0.179
H -1.940 4.233 -0.274
H -2.744 4.690 2.383
H -5.445 4.669 2.089
H -5.207 3.830 0.400
H -5.244 2.434 3.273
H -4.370 1.644 1.867
H -7.151 2.864 1.143
H -7.271 1.376 2.263
H -7.166 -0.160 0.050
O -0.484 -3.971 1.486
S 0.166 -2.835 0.906
O -0.201 -1.487 1.221
O 0.153 -3.013 -0.706
C 1.495 -3.001 -1.200
C 2.346 -3.539 -0.060
O 1.765 -2.994 1.126
H 1.762 -1.968 -1.438
H 1.576 -3.612 -2.099
H 3.391 -3.245 -0.146
H 2.279 -4.629 0.001
O 4.308 -1.535 -1.996
S 4.894 -2.764 -2.441
O 5.432 -3.738 -1.542
O 6.013 -2.416 -3.560
C 5.689 -3.076 -4.785
C 4.174 -3.211 -4.780
O 3.834 -3.503 -3.424
H 6.173 -4.057 -4.781
H 6.049 -2.498 -5.636
H 3.825 -4.002 -5.444
H 3.693 -2.268 -5.054

8.
49
Properties=species:S:1:pos:R:3 method="wB97M-V/def2-TZVPD" gap_ha=0.1852 total_charge=-1 homo_ev=-2.18 relative_energy_ev=19.5169 energy_ev=-173388.5243 lumo_ev=2.855
C -1.134 -0.051 1.905
O -0.223 0.967 2.245
H -0.715 -1.042 1.728
H -1.847 -0.291 2.695
H -1.747 0.280 1.067
Br 0.687 3.171 -0.173
C -0.972 2.135 0.223
C -2.110 2.495 -0.794
Br -3.552 1.299 -0.508
H -1.259 2.283 1.264
H -0.709 1.078 0.268
H -1.885 2.454 -1.859
H -2.502 3.490 -0.585
C 4.344 -0.695 0.263
O 3.199 -1.559 0.302
C 2.081 -1.392 1.025
O 1.775 -0.312 1.511
O 1.394 -2.561 1.135
C 0.291 -2.744 2.034
H 4.357 0.256 0.796
H 4.566 -0.402 -0.763
H 5.144 -1.318 0.663
H 0.457 -2.686 3.109
H 0.109 -3.816 1.956
H -0.665 -2.359 1.677
C 3.812 2.439 0.377
O 2.771 1.815 -0.332
C 1.776 1.257 0.216
O 1.531 1.368 1.419
O 1.108 0.725 -0.739
C -0.012 -0.201 -0.562
H 3.454 3.352 0.853
H 4.716 2.786 -0.123
H 4.178 1.714 1.104
H -0.473 -0.385 0.409
H 0.393 -1.165 -0.871
H -0.825 0.048 -1.244
C -3.365 -0.377 -3.983
O -2.286 -0.900 -3.160
C -2.636 -1.300 -1.865
O -3.800 -1.331 -1.368
O -1.545 -1.491 -1.128
C -1.675 -1.565 0.325
H -3.561 0.686 -3.847
H -4.296 -0.884 -3.728
H -3.319 -0.445 -5.070
H -2.339 -2.408 0.515
H -2.010 -0.684 0.873
H -0.683 -1.736 0.742